Record 1
ORCA calculation (ωB97M-V/def2-TZVPD) on C14H12O2PPdS4 as an isolated structure in a non-equilibrium geometry.

Element x y z (Å)
Pd (-1.85, 1.31, -1.21)
S (-3.71, -0.17, -0.66)
S (-5.10, 1.22, -0.43)
S (-4.24, 3.01, -1.40)
S (-2.66, 3.51, -0.48)
P (0.15, 0.30, -0.48)
O (-1.46, 0.22, -2.82)
O (-0.06, -1.20, -3.90)
C (-1.29, -3.54, -0.11)
C (1.45, 2.41, 0.47)
C (-0.32, -0.35, -3.09)
C (2.58, 3.06, 0.97)
C (-0.62, -2.39, -0.57)
C (-0.37, -1.30, 0.20)
C (-1.48, -2.39, 2.00)
C (-1.77, -3.49, 1.24)
C (2.41, 0.27, 1.17)
C (0.79, 0.19, -2.22)
C (-0.80, -1.26, 1.56)
C (3.58, 2.33, 1.54)
C (1.43, 1.02, 0.51)
C (3.52, 0.94, 1.65)
H (2.60, 4.15, 0.89)
H (0.57, 2.94, 0.10)
H (0.90, 1.20, -2.45)
H (-1.95, -2.46, 3.01)
H (1.69, -0.44, -2.24)
H (4.34, 0.40, 2.13)
H (4.43, 2.78, 2.03)
H (-2.38, -4.34, 1.60)
H (2.28, -0.83, 1.30)
H (-1.60, -4.23, -0.79)
H (-0.56, -0.37, 2.21)
H (-0.50, -2.49, -1.70)

The value obtained for the LUMO energy (alpha / beta) is -4.6 / -6.8 eV. Its total charge is +1. Its spin multiplicity is 5. Its orbital gap (alpha / beta) is 6.90 / 5.67 eV.

Record 2
ORCA calculation (ωB97M-V/def2-TZVPD) on C14H13BI2NdO6RuS as an isolated structure in a non-equilibrium geometry.

Element x y z (Å)
Nd (0.34, 1.69, -0.04)
I (3.31, 2.28, 0.69)
I (5.04, 2.80, -1.40)
Ru (-1.68, -1.05, -0.22)
S (0.68, -0.48, -1.69)
O (0.31, 0.47, 1.93)
O (-3.58, 1.09, -1.25)
O (-1.69, -3.63, -1.86)
O (-0.29, -1.68, 2.44)
O (-3.86, -1.87, 1.72)
O (-3.05, 2.48, 1.47)
C (-0.90, 0.79, -3.62)
C (0.51, -1.64, 4.74)
C (0.45, -1.14, 3.45)
C (1.28, 1.04, 4.14)
C (0.93, -0.77, 5.74)
C (-3.00, -1.56, 1.01)
C (-1.66, -2.65, -1.24)
C (1.60, 0.96, -3.83)
C (-2.80, 0.31, -0.88)
C (-2.05, 2.26, 0.93)
C (0.42, -1.21, -4.30)
C (0.82, 0.16, 3.18)
C (1.29, 0.56, 5.46)
C (0.43, 0.06, -3.46)
B (-0.46, -0.69, 1.45)
H (2.55, 0.43, -3.71)
H (1.59, 2.05, 3.85)
H (-1.00, 1.11, -4.66)
H (1.37, -1.75, -4.21)
H (-0.38, -1.89, -3.99)
H (0.22, -2.67, 4.93)
H (0.27, -0.95, -5.36)
H (-0.95, 1.70, -2.99)
H (1.64, 1.86, -3.20)
H (1.57, 1.22, 6.27)
H (-1.74, 0.14, -3.37)
H (0.98, -1.13, 6.77)
H (1.51, 1.28, -4.88)

The value obtained for the LUMO energy (alpha / beta) is -14.5 / -16.4 eV. Its total charge is +4. Its spin multiplicity is 9. Its orbital gap (alpha / beta) is 5.33 / 4.90 eV.

Record 3
ORCA calculation (ωB97M-V/def2-TZVPD) on C14H13BN17Pm as an isolated structure in a non-equilibrium geometry.

Element x y z (Å)
Pm (-1.47, 0.90, 0.29)
N (-5.77, -0.06, 0.01)
N (-4.55, 3.08, 0.91)
N (2.76, -1.65, -0.52)
N (-6.03, 1.14, 0.55)
N (-0.75, -0.46, -1.55)
N (-4.47, -0.12, -0.26)
N (-2.27, 3.17, 0.27)
N (-2.21, 5.19, -0.37)
N (-0.49, -0.91, 1.47)
N (3.09, -2.91, -0.04)
N (-3.50, 4.99, 0.10)
N (0.46, -1.10, -1.46)
N (-1.46, 4.13, -0.22)
N (0.80, 1.57, 0.26)
N (-3.87, 0.95, 0.21)
N (0.75, -1.44, 1.04)
N (1.73, 0.64, -0.22)
C (-0.68, -1.35, 2.71)
C (2.88, 2.43, 0.52)
C (-1.63, -1.26, -2.17)
C (1.51, 2.66, 0.71)
C (-0.96, -2.47, -2.52)
C (3.67, -1.35, -1.53)
C (-3.49, 3.74, 0.41)
C (0.32, -2.33, -2.03)
C (-4.87, 1.76, 0.59)
C (0.40, -2.05, 3.19)
C (1.28, -2.16, 2.09)
C (4.27, -3.24, -0.57)
C (4.69, -2.35, -1.55)
C (2.96, 1.20, -0.07)
B (1.42, -0.86, -0.22)
H (1.14, -2.99, -1.91)
H (1.03, 3.55, 1.10)
H (2.23, -2.67, 1.92)
H (3.88, 0.68, -0.32)
H (-2.69, -1.03, -2.08)
H (3.53, -0.44, -2.09)
H (3.71, 3.20, 0.63)
H (4.91, -4.16, -0.36)
H (-5.44, 3.64, 0.94)
H (0.63, -2.29, 4.23)
H (-1.61, -1.15, 3.25)
H (5.56, -2.55, -2.17)
H (-1.39, -3.30, -3.17)

The value obtained for the LUMO energy (alpha / beta) is -3.7 / -7.5 eV. Its total charge is +1. Its spin multiplicity is 6. Its orbital gap (alpha / beta) is 8.08 / 4.24 eV.

Record 4
ORCA calculation (ωB97M-V/def2-TZVPD) on a 5-piece molecular cluster, C14H13Cl16N2O overall in a non-equilibrium geometry.

Element x y z (Å)
Cl (-1.81, 3.48, 4.07)
Cl (4.06, 2.54, -4.66)
Cl (-0.79, 5.05, 1.88)
Cl (3.60, 7.48, -0.90)
Cl (-2.75, 2.99, 1.39)
Cl (1.06, 6.45, -1.79)
Cl (1.54, 1.74, -3.48)
Cl (1.49, -5.33, -0.76)
Cl (1.90, 1.60, -6.33)
Cl (3.41, -6.19, 1.21)
Cl (-3.52, 5.41, 2.76)
Cl (1.71, 4.17, -5.04)
Cl (1.14, 8.58, 0.15)
Cl (0.63, -6.87, 1.49)
Cl (2.21, -8.12, -0.58)
Cl (1.95, 5.91, 0.89)
O (0.22, 1.39, 1.72)
N (-0.18, -1.70, 2.38)
N (-2.71, -2.83, 2.48)
C (-1.71, -0.25, -0.19)
C (2.30, 2.51, -4.87)
C (-2.22, 4.23, 2.52)
C (1.93, -6.62, 0.34)
C (-0.07, -0.49, -2.44)
C (1.94, 7.10, -0.41)
C (-1.57, -3.64, 2.13)
C (0.93, -0.90, 1.93)
C (0.48, -0.16, -1.20)
C (0.30, 0.27, 1.25)
C (-0.34, -0.05, -0.08)
C (-0.40, -2.84, 1.53)
C (-1.43, -0.71, -2.52)
C (-2.27, -0.58, -1.42)
H (-3.11, -2.38, 1.67)
H (0.59, -0.60, -3.28)
H (-1.90, -4.40, 1.41)
H (-1.86, -1.00, -3.47)
H (0.51, -3.47, 1.47)
H (-0.67, -2.60, 0.47)
H (1.55, -0.01, -1.08)
H (1.57, -0.55, 2.75)
H (-2.31, -0.16, 0.71)
H (-3.33, -0.73, -1.49)
H (1.54, -1.44, 1.18)
H (-1.16, -4.13, 3.02)
H (-2.46, -2.16, 3.20)

The value obtained for the LUMO energy is 1.8 eV. Its total charge is -1. Its spin multiplicity is 1. Its orbital gap is 4.19 eV.

Record 5
ORCA calculation (ωB97M-V/def2-TZVPD) on C14H13F6MoN2O5SbSe2 as an isolated structure.

Element x y z (Å)
Sb (3.18, 2.64, 1.89)
Mo (-0.46, 0.31, 0.07)
Se (-3.65, 1.18, -1.13)
Se (-2.35, 3.05, -1.38)
F (0.40, 0.17, 1.69)
F (0.22, 1.74, -0.88)
F (1.40, 3.08, 1.34)
F (-0.63, 5.34, 2.73)
F (2.48, 1.59, 3.27)
F (3.21, 1.16, 0.64)
O (3.07, -1.49, 0.28)
O (1.18, -0.68, -0.53)
O (-3.25, -2.32, 1.31)
O (-0.10, -2.95, -0.20)
O (-1.65, -0.95, 0.40)
N (-1.47, 1.99, 1.10)
N (-1.36, -0.06, -2.08)
C (-2.64, 0.20, -2.44)
C (-3.20, -0.18, -3.64)
C (-2.40, -0.85, -4.55)
C (-1.49, 3.22, 3.16)
C (-1.86, 3.17, 0.45)
C (-1.08, -1.09, -4.23)
C (1.21, -2.95, 0.30)
C (-1.14, -3.37, 0.65)
C (-0.60, -0.68, -2.99)
C (1.84, -1.62, 0.00)
C (-2.18, -2.28, 0.87)
C (-1.95, 4.38, 1.04)
C (-1.73, 4.53, 2.51)
C (-1.34, 2.05, 2.43)
H (-1.67, -4.21, 0.22)
H (-0.41, -1.58, -4.92)
H (0.44, -0.85, -2.72)
H (1.82, -3.74, -0.17)
H (-2.21, 5.27, 0.47)
H (-1.04, 1.15, 2.94)
H (-2.80, -1.17, -5.51)
H (-4.23, 0.06, -3.86)
H (-2.60, 5.02, 2.95)
H (-1.35, 3.19, 4.24)
H (1.27, -3.09, 1.38)
H (3.36, -0.54, 0.27)
H (-0.79, -3.66, 1.65)

The value obtained for the LUMO energy (alpha / beta) is -11.5 / -13.0 eV. Its total charge is +3. Its spin multiplicity is 4. Its orbital gap (alpha / beta) is 7.36 / 6.04 eV.

Record 6
ORCA calculation (ωB97M-V/def2-TZVPD) on C14H13N2O7P2Re as an isolated structure in a non-equilibrium geometry.

Element x y z (Å)
Re (0.19, -0.54, -2.06)
P (1.61, -0.17, -4.21)
P (0.50, 2.33, -3.74)
O (0.43, 1.65, -2.36)
O (2.26, -0.95, -5.43)
O (-0.99, 2.04, -4.39)
O (2.22, -0.29, -2.81)
O (0.97, 3.72, -3.91)
O (0.12, -0.64, -4.17)
O (1.44, 1.32, -4.75)
N (-0.12, -0.21, -0.39)
N (-0.54, -3.55, -1.72)
C (-0.25, 1.15, 1.44)
C (-1.28, -1.17, 2.95)
C (-0.04, -3.61, 2.42)
C (-1.51, -2.25, 3.83)
C (0.73, 2.59, 3.12)
C (-0.50, 3.55, 1.31)
C (-0.68, 2.28, 0.75)
C (-0.26, -0.17, 0.94)
C (0.44, 1.31, 2.71)
C (-0.53, -1.37, 1.75)
C (0.22, 3.76, 2.43)
C (-0.78, -3.43, 3.63)
C (-0.40, -2.34, -1.95)
C (-0.14, -2.65, 1.41)
H (-1.21, 2.10, -0.21)
H (0.28, -4.63, 2.24)
H (2.99, -1.49, -5.09)
H (0.45, 4.79, 2.78)
H (1.43, 2.81, 3.88)
H (-1.24, 2.84, -4.81)
H (-0.10, -3.05, 0.38)
H (-1.61, -0.19, 3.26)
H (-0.88, -4.16, 4.41)
H (0.64, 0.45, 3.38)
H (-0.77, -4.16, -2.47)
H (-2.10, -2.10, 4.70)
H (-1.00, 4.43, 0.75)

The value obtained for the LUMO energy (alpha / beta) is -6.2 / -6.0 eV. Its total charge is +1. Its spin multiplicity is 4. Its orbital gap (alpha / beta) is 5.57 / 6.86 eV.

Values for electronic energy, eV, ordered as above
-74908.451; -72540.712; -57284.357; -220113.382; -183311.102; -52744.985